{
  "formula": "C5H9NO3",
  "method": "ωB97M-V/def2-TZVPD",
  "elements": ["O", "O", "O", "N", "C", "C", "C", "C", "C", "H", "H", "H", "H", "H", "H", "H", "H", "H"],
  "coordinates": [[-1.301, -0.282, 1.219], [0.234, 2.573, 0.142], [2.678, 0.654, 0.647], [1.180, -2.011, 0.493], [0.315, 1.206, 0.213], [-0.759, 0.245, 0.028], [-1.806, 0.489, -1.034], [1.413, 0.412, 0.188], [0.852, -0.859, -0.239], [1.077, -1.897, 1.493], [-2.606, 1.135, -0.657], [-1.814, -1.070, 1.001], [-1.362, 0.964, -1.907], [-2.272, -0.451, -1.342], [0.762, -2.869, 0.164], [3.258, -0.051, 0.334], [0.740, -1.044, -1.302], [-0.588, 2.855, 0.560]],
  "forces_ev_per_angstrom": [[-0.08, 0.21, 0.13], [-0.10, -0.11, 0.28], [-0.11, 0.00, -0.43], [-0.10, -0.04, 0.09], [1.03, 0.01, -0.18], [1.13, -1.60, -0.25], [0.07, -0.20, 0.03], [-0.35, 0.89, 0.67], [-1.89, 0.68, -0.16], [-0.07, -0.03, -0.06], [0.06, 0.01, 0.03], [0.04, 0.08, -0.04], [0.00, -0.03, -0.04], [0.00, 0.03, -0.03], [0.01, 0.07, 0.04], [-0.05, 0.03, 0.03], [0.33, -0.02, -0.10], [0.08, 0.02, 0.00]],
  "mulliken_charge": [-0.527, -0.571, -0.532, -0.520, -0.124, 0.928, -1.483, 0.223, -0.416, 0.252, 0.338, 0.336, 0.343, 0.443, 0.243, 0.331, 0.399, 0.339],
  "lumo_ev": 0.6670,
  "homo_lumo_gap_ev": 8.666,
  "largest_force_ev_per_a": 2.01,
  "energy_ha": -476.31227,
  "e_above_lowest_kcal_mol": 82.8
}

***

{
  "formula": "C28H29N6OZr",
  "method": "ωB97M-V/def2-TZVPD",
  "elements": ["Zr", "O", "N", "N", "N", "N", "N", "N", "C", "C", "C", "C", "C", "C", "C", "C", "C", "C", "C", "C", "C", "C", "C", "C", "C", "C", "C", "C", "C", "C", "C", "C", "C", "C", "C", "C", "H", "H", "H", "H", "H", "H", "H", "H", "H", "H", "H", "H", "H", "H", "H", "H", "H", "H", "H", "H", "H", "H", "H", "H", "H", "H", "H", "H", "H"],
  "coordinates": [[-0.086, 0.149, 0.129], [0.154, 0.090, -2.169], [2.125, 0.022, 0.254], [-1.577, 1.823, -0.181], [-1.489, -2.214, 1.324], [-0.852, -1.901, 0.160], [2.909, 0.241, 1.359], [0.182, 0.021, 2.069], [-2.005, -1.160, 2.137], [-3.859, -0.244, 3.387], [0.646, 1.083, -3.167], [0.846, -0.508, 4.370], [0.190, 2.935, -1.450], [1.168, -0.182, 3.054], [-1.777, 0.982, 3.208], [-1.026, -4.132, 0.341], [-3.065, 0.876, 3.681], [-0.564, -3.080, -0.429], [2.512, -0.079, 2.702], [-1.156, 2.958, -0.781], [1.834, -0.711, 5.310], [4.234, 0.466, -0.409], [-3.316, -1.244, 2.583], [-2.851, 1.752, 0.268], [4.258, -0.885, 5.979], [-1.204, -0.044, 2.442], [4.160, 0.530, 0.971], [2.958, 0.140, -0.807], [3.183, -0.619, 4.968], [0.055, 2.447, -2.915], [-3.732, 2.801, 0.156], [-5.265, -0.347, 3.890], [3.500, -0.315, 3.650], [-1.615, -3.541, 1.447], [-1.983, 4.062, -0.886], [-3.283, 3.988, -0.411], [-0.947, -5.184, 0.132], [3.987, -0.477, 6.951], [-0.292, -0.619, -2.651], [-0.031, -3.116, -1.367], [-3.919, -2.100, 2.304], [1.557, -0.955, 6.328], [-3.155, 0.820, 0.728], [4.930, 0.758, 1.686], [-3.943, 4.842, -0.493], [4.545, -0.291, 3.375], [-3.473, 1.664, 4.302], [-5.391, 0.203, 4.821], [-2.102, -3.979, 2.304], [1.729, 1.100, -3.079], [5.211, -0.455, 5.677], [4.399, -1.960, 6.104], [5.103, 0.624, -1.024], [0.922, 2.323, -0.890], [-1.613, 4.966, -1.350], [0.619, 3.935, -1.421], [-5.959, 0.079, 3.160], [-5.556, -1.383, 4.051], [-0.994, 2.462, -3.214], [-1.164, 1.839, 3.461], [2.590, -0.045, -1.799], [-0.192, -0.602, 4.660], [0.384, 0.704, -4.152], [-4.745, 2.696, 0.515], [0.575, 3.133, -3.586]],
  "forces_ev_per_angstrom": [[0.00, 0.07, -0.03], [-0.04, -0.02, 0.05], [-0.06, -0.02, 0.11], [0.02, 0.00, -0.02], [-0.01, 0.00, -0.01], [0.02, -0.04, 0.01], [0.04, 0.00, -0.02], [0.02, -0.03, -0.04], [0.02, 0.01, 0.02], [0.00, 0.00, -0.01], [0.01, 0.03, -0.01], [0.00, 0.00, 0.00], [-0.01, 0.00, -0.01], [0.02, 0.01, 0.02], [0.00, 0.01, -0.01], [0.00, 0.01, 0.00], [0.00, 0.00, 0.00], [0.00, -0.01, 0.00], [-0.02, 0.00, 0.03], [-0.02, 0.02, 0.00], [-0.01, 0.00, 0.00], [-0.02, 0.02, 0.05], [0.00, 0.01, 0.00], [-0.02, 0.01, 0.00], [0.00, -0.01, 0.01], [0.00, -0.03, -0.03], [0.00, -0.01, -0.06], [0.00, -0.01, -0.04], [0.01, 0.00, -0.01], [0.01, -0.02, 0.00], [0.00, 0.01, 0.00], [-0.01, -0.01, 0.00], [-0.01, 0.00, -0.01], [0.00, -0.01, 0.00], [-0.01, 0.00, 0.00], [0.01, -0.01, 0.00], [0.00, 0.00, 0.00], [0.00, 0.01, 0.00], [0.02, 0.00, -0.02], [0.00, 0.01, 0.00], [0.00, 0.00, 0.00], [0.00, 0.00, 0.00], [0.00, 0.00, 0.00], [0.00, 0.00, 0.01], [0.00, 0.00, 0.00], [0.01, 0.00, 0.00], [0.00, 0.00, 0.00], [0.00, 0.00, 0.00], [0.00, 0.01, 0.00], [-0.01, 0.00, -0.01], [0.00, 0.00, 0.00], [0.00, 0.00, 0.00], [0.00, 0.00, 0.00], [0.00, 0.00, 0.01], [0.00, 0.00, 0.00], [0.01, 0.00, 0.00], [0.00, 0.00, 0.00], [0.00, 0.00, 0.00], [0.00, 0.00, 0.00], [0.00, 0.00, 0.00], [0.02, -0.01, 0.02], [0.00, 0.00, 0.00], [-0.01, 0.00, 0.00], [0.00, -0.01, 0.00], [0.00, 0.00, 0.00]],
  "mulliken_charge": [2.205, -0.301, 0.000, 0.173, 0.230, -0.369, -0.167, 0.251, 0.684, 0.409, -0.539, -0.535, -0.663, 1.246, -0.159, -1.190, -0.784, -0.158, 0.855, 0.509, -1.185, -1.393, -0.433, -0.323, -1.565, -1.449, 0.111, -0.498, -0.098, -0.698, -0.975, -1.500, -0.923, 0.010, -0.843, -0.423, 0.477, 0.410, 0.204, 0.495, 0.626, 0.461, 0.737, 0.448, 0.462, 0.339, 0.542, 0.427, 0.511, 0.335, 0.390, 0.325, 0.486, 0.134, 0.532, 0.706, 0.295, 0.396, 0.450, 0.633, 0.792, 0.471, 0.500, 0.514, 0.385],
  "total_charge": 3,
  "lumo_ev": -9.4298,
  "homo_lumo_gap_ev": 6.856,
  "largest_force_ev_per_a": 0.13,
  "energy_ha": -1534.38639,
  "e_above_lowest_kcal_mol": 3.3
}

***

{
  "formula": "C24H50N2O9PSi3Ti",
  "method": "ωB97M-V/def2-TZVPD",
  "elements": ["Ti", "P", "Si", "Si", "Si", "O", "O", "O", "O", "O", "O", "O", "O", "O", "N", "N", "C", "C", "C", "C", "C", "C", "C", "C", "C", "C", "C", "C", "C", "C", "C", "C", "C", "C", "C", "C", "C", "C", "C", "C", "H", "H", "H", "H", "H", "H", "H", "H", "H", "H", "H", "H", "H", "H", "H", "H", "H", "H", "H", "H", "H", "H", "H", "H", "H", "H", "H", "H", "H", "H", "H", "H", "H", "H", "H", "H", "H", "H", "H", "H", "H", "H", "H", "H", "H", "H", "H", "H", "H", "H"],
  "coordinates": [[0.047, -0.275, 0.839], [1.295, -1.304, -1.351], [-3.153, 0.008, 0.667], [-1.550, 1.898, 2.514], [-1.564, 2.346, -0.541], [2.546, -0.664, -2.072], [0.246, -0.204, -1.109], [-0.750, 0.751, 3.396], [-0.237, -1.583, 2.096], [0.739, -2.284, -2.450], [1.706, -1.953, -0.087], [3.764, -3.127, 3.679], [5.448, -1.668, 3.487], [1.161, -2.975, 3.228], [3.842, 0.254, 2.352], [1.723, 0.338, 1.838], [-3.418, -1.194, 2.074], [0.165, -3.604, -2.217], [-2.063, 1.738, -2.241], [3.103, -1.085, -4.359], [-1.667, 1.128, 0.849], [0.158, 3.071, -0.752], [-0.332, -3.791, -0.789], [1.290, 0.569, -3.822], [-0.495, 0.672, 4.779], [-3.163, 2.282, 3.373], [-3.106, -1.004, -0.933], [-0.980, -3.698, -3.205], [3.656, 1.071, -3.208], [3.350, -0.980, 2.783], [1.980, -0.914, 2.487], [2.624, -0.026, -3.379], [1.267, -4.604, -2.526], [2.880, 0.966, 1.777], [-0.551, 3.472, 2.654], [-4.769, 0.968, 0.532], [0.969, -1.894, 2.643], [-2.712, 3.820, -0.268], [4.257, -1.938, 3.336], [3.122, 2.327, 1.225], [-4.123, -1.971, 1.756], [-1.888, 2.552, -2.955], [-2.120, -1.000, -1.407], [-1.470, -4.669, -3.115], [-2.542, 4.313, 0.697], [-3.125, 1.472, -2.282], [0.246, 1.416, 5.093], [-2.978, 2.687, 4.375], [1.628, -4.468, -3.549], [3.196, -0.658, -5.362], [0.257, 3.543, -1.737], [-0.872, 4.252, 1.958], [0.487, -3.924, -0.082], [-2.487, -1.674, 2.384], [0.915, 2.286, -0.683], [2.102, -4.463, -1.834], [1.437, 1.110, -4.758], [-3.795, 1.395, 3.473], [0.370, 3.830, 0.010], [-2.580, 4.571, -1.059], [2.795, -3.170, 3.448], [2.183, 2.843, 1.070], [-0.608, -3.585, -4.228], [-4.766, 1.600, -0.366], [0.542, -0.212, -3.985], [-0.976, -4.671, -0.760], [-0.099, -0.320, 4.997], [3.307, 1.795, -2.466], [-3.815, -0.588, -1.654], [-4.945, 1.616, 1.398], [2.390, -1.910, -4.389], [0.511, 3.270, 2.476], [-0.652, 3.868, 3.671], [-1.480, 0.868, -2.554], [-3.759, 3.492, -0.285], [0.889, -5.623, -2.417], [-3.724, 3.034, 2.803], [0.903, 1.261, -3.073], [4.823, 0.475, 2.405], [3.731, 2.902, 1.922], [3.648, 2.281, 0.268], [-5.613, 0.270, 0.447], [-3.388, -2.044, -0.739], [4.602, 0.648, -2.865], [-0.923, -2.940, -0.454], [4.075, -1.476, -4.048], [-3.838, -0.692, 2.953], [-1.714, -2.912, -3.010], [-1.408, 0.821, 5.368], [3.819, 1.590, -4.155]],
  "forces_ev_per_angstrom": [[-0.46, 0.62, -0.22], [0.60, -0.03, -0.46], [-0.15, 0.36, -0.08], [0.09, -0.33, -0.16], [-0.12, 0.16, 0.24], [0.14, 0.31, -0.15], [0.06, -0.06, -0.53], [-0.09, -0.02, 0.42], [0.30, -0.89, 0.75], [-0.23, -0.20, -0.25], [-0.09, 0.34, -0.08], [0.12, -0.22, -0.04], [0.15, 0.04, 0.04], [-0.01, -0.24, -0.12], [0.52, -0.22, 0.08], [0.64, -0.27, 0.29], [0.08, -0.08, 0.31], [0.08, -0.10, 0.15], [-0.11, -0.28, -0.20], [0.00, -0.11, -0.04], [-0.31, 0.02, -0.11], [0.20, 0.10, 0.03], [0.02, -0.13, 0.08], [-0.04, -0.07, 0.11], [-0.03, 0.08, -0.19], [-0.34, 0.08, 0.09], [0.20, -0.18, -0.07], [-0.11, 0.01, -0.15], [0.09, 0.09, 0.12], [0.10, 0.13, 0.02], [-0.20, 0.22, 0.11], [-0.17, -0.09, 0.04], [0.05, -0.05, -0.04], [-0.28, 0.19, 0.18], [0.26, 0.27, -0.12], [-0.23, 0.16, -0.09], [-0.26, 0.06, 0.17], [-0.17, 0.21, 0.06], [0.00, 0.16, -0.11], [0.02, -0.04, -0.11], [0.02, 0.08, 0.04], [-0.03, -0.05, 0.04], [-0.09, -0.05, 0.02], [0.01, 0.04, -0.03], [-0.06, -0.03, -0.17], [0.13, 0.07, -0.05], [0.00, 0.01, -0.01], [-0.03, -0.02, -0.08], [-0.02, -0.03, 0.05], [0.01, -0.02, 0.04], [-0.02, 0.00, 0.08], [0.07, -0.04, 0.14], [-0.13, 0.03, -0.07], [-0.06, -0.03, -0.01], [0.02, 0.05, -0.06], [-0.09, -0.01, -0.05], [0.01, -0.02, -0.01], [0.04, 0.15, 0.02], [0.01, -0.09, -0.10], [-0.02, -0.08, 0.10], [-0.19, 0.03, 0.23], [-0.04, 0.02, 0.00], [-0.04, 0.01, 0.06], [-0.07, -0.11, 0.13], [0.06, 0.07, 0.02], [-0.01, -0.04, -0.01], [0.01, -0.02, -0.01], [0.02, -0.02, -0.06], [0.04, -0.07, 0.02], [0.00, -0.10, -0.15], [0.04, 0.06, -0.03], [-0.12, 0.03, 0.03], [0.04, -0.02, -0.06], [-0.08, 0.12, 0.00], [0.15, 0.11, -0.01], [0.03, 0.03, 0.00], [0.05, -0.07, 0.12], [0.04, -0.03, -0.05], [-0.01, 0.02, 0.07], [0.02, 0.03, -0.01], [-0.01, -0.03, 0.01], [0.10, 0.09, 0.01], [0.00, 0.06, -0.02], [-0.04, 0.03, -0.01], [-0.11, 0.04, -0.01], [-0.06, 0.03, -0.02], [0.04, -0.11, -0.10], [0.05, -0.09, 0.01], [0.00, 0.00, -0.02], [0.01, -0.01, 0.01]],
  "mulliken_charge": [-0.326, -0.534, 0.306, 0.282, 0.055, -0.290, 0.603, -0.251, 0.085, 0.616, -0.639, -0.615, -0.759, -1.034, -0.067, 0.793, -0.968, 1.914, -0.732, -1.649, 1.379, -0.621, -1.735, -1.338, -1.146, -1.320, -0.649, -1.759, -1.670, -0.482, -0.341, 1.937, -1.937, 0.247, -1.082, -1.082, 0.946, -0.938, 0.444, -1.110, 0.431, 0.428, -0.510, 0.432, 0.250, 0.290, 0.318, 0.351, 0.329, 0.424, 0.449, 0.297, 0.393, 0.134, -0.331, 0.350, 0.606, 0.298, 0.541, 0.359, 0.400, -0.068, 0.344, 0.266, 0.145, 0.495, 0.288, 0.263, 0.574, 0.289, 0.185, 0.148, 0.418, -0.156, 0.250, 0.459, 0.336, 0.005, 0.271, 0.474, 0.225, 0.389, 0.483, 0.368, 0.220, 0.356, 0.211, 0.279, 0.314, 0.401],
  "total_charge": -1,
  "lumo_ev": [2.4018, 2.4011],
  "multiplicity": 3,
  "homo_lumo_gap_ev": [4.487, 8.025],
  "largest_force_ev_per_a": 1.20,
  "energy_ha": -3790.97648,
  "e_above_lowest_kcal_mol": 31.1
}